{"formula": "C35H31N6O4RuS3", "method": "the ωB97M-V functional and the def2-TZVPD basis", "largest_force_ev_per_a": 4.5, "orbital_gap_ev": [5.56, 5.56], "total_energy_ha": -3271.0520, "total_charge": 1, "species": ["Ru", "C", "C", "C", "C", "C", "C", "N", "C", "C", "C", "C", "C", "C", "N", "N", "C", "C", "C", "C", "C", "N", "H", "H", "H", "H", "H", "H", "H", "H", "H", "H", "H", "H", "H", "S", "C", "N", "C", "C", "N", "C", "C", "C", "C", "C", "C", "C", "C", "S", "C", "C", "C", "C", "C", "C", "C", "H", "H", "H", "H", "H", "H", "H", "H", "H", "H", "H", "H", "H", "H", "H", "H", "H", "H", "O", "S", "O", "O", "O"], "coordinates": [[0.57, 1.31, -1.41], [-2.72, 5.29, -2.45], [-1.83, 5.01, -3.42], [-0.44, 4.55, -3.08], [-0.27, 4.14, -1.63], [-1.25, 4.46, -0.69], [-2.43, 5.06, -1.08], [0.81, 3.37, -1.33], [2.05, 3.80, -1.66], [2.43, 5.15, -1.79], [3.74, 5.45, -2.08], [4.71, 4.46, -2.27], [4.37, 3.14, -2.15], [3.04, 2.82, -1.85], [2.55, 1.53, -1.75], [3.31, 0.58, -2.06], [2.78, -0.67, -1.81], [3.54, -1.78, -2.17], [3.08, -3.03, -1.81], [1.89, -3.12, -1.08], [1.19, -1.97, -0.80], [1.61, -0.75, -1.16], [-3.70, 5.68, -2.72], [-2.05, 5.16, -4.47], [0.26, 5.37, -3.31], [-1.07, 4.19, 0.34], [-3.16, 5.32, -0.33], [1.70, 5.93, -1.62], [4.03, 6.49, -2.17], [5.73, 4.74, -2.49], [5.09, 2.34, -2.28], [4.46, -1.64, -2.71], [3.64, -3.92, -2.07], [1.51, -4.08, -0.75], [0.26, -2.02, -0.26], [0.50, 1.39, 0.92], [-0.57, 0.17, 1.44], [-0.51, -0.39, 2.65], [-1.43, -1.45, 3.04], [-2.79, -1.13, 2.47], [-2.67, -0.98, 1.03], [-3.77, -1.54, 0.23], [-3.74, -3.05, 0.25], [-2.70, -3.72, -0.39], [-2.64, -5.10, -0.36], [-3.62, -5.82, 0.30], [-4.66, -5.16, 0.93], [-4.72, -3.78, 0.90], [-1.63, -0.35, 0.49], [-1.43, -0.12, -1.18], [0.57, -0.10, 3.61], [1.34, -1.35, 3.91], [1.30, -1.95, 5.17], [2.01, -3.12, 5.41], [2.75, -3.70, 4.39], [2.80, -3.11, 3.14], [2.10, -1.94, 2.90], [-1.45, -1.50, 4.12], [-1.06, -2.41, 2.66], [-3.20, -0.21, 2.90], [-3.48, -1.95, 2.66], [-3.69, -1.15, -0.79], [-4.70, -1.16, 0.66], [-1.95, -3.16, -0.93], [-1.83, -5.62, -0.87], [-3.57, -6.91, 0.32], [-5.43, -5.73, 1.44], [-5.54, -3.26, 1.38], [0.11, 0.32, 4.51], [1.21, 0.66, 3.18], [0.73, -1.49, 5.96], [1.98, -3.57, 6.39], [3.31, -4.61, 4.58], [3.39, -3.55, 2.35], [2.15, -1.46, 1.93], [0.50, 1.17, -3.56], [-0.64, 2.06, -3.90], [-1.28, 1.78, -5.14], [-1.51, 2.14, -2.73], [0.05, 3.53, -3.99]]}